Entry 1:
This record from OMol25 describes one molecule with the formula C5H6O in a non-equilibrium geometry. The level of theory is ωB97M-V/def2-TZVPD.

```
12
Properties=species:S:1:pos:R:3
C 0.498 2.125 -1.487
C 0.183 0.937 -1.058
C 0.029 -0.238 -0.521
C -0.854 -0.478 0.663
C -0.331 -1.534 1.597
O 0.663 -2.193 1.408
H 1.442 2.395 -0.963
H -0.112 2.680 -2.236
H 0.444 -1.098 -1.035
H -1.041 0.443 1.230
H -1.842 -0.822 0.321
H -0.956 -1.692 2.499
```

**Relative energy (zero: lowest compared OMol25 entry of this formula, charge and spin)**: 1.955 eV
**DFT total energy**: -7327.3299 eV
**HOMO-LUMO gap**: 0.3860 hartree
**SMILES**: C=C=CCC=O
**Largest force on an atom**: 1.5 eV Å⁻¹

Entry 2:
This record from OMol25 describes one molecule with the formula C5H6O. The level of theory is ωB97M-V/def2-TZVPD.

```
12
Properties=species:S:1:pos:R:3
C 0.260 1.320 -0.101
C -0.846 0.311 0.072
C -0.361 -0.985 -0.400
O 0.554 -1.123 -1.445
C 1.093 0.526 0.920
C 0.136 -0.560 0.973
H 0.105 2.267 0.423
H 0.583 1.532 -1.122
H -1.890 0.504 0.308
H -1.074 -1.807 -0.381
H 1.431 -0.935 -1.087
H -0.045 -1.181 1.846
```

**Relative energy (zero: lowest compared OMol25 entry of this formula, charge and spin)**: 4.910 eV
**DFT total energy**: -7324.3745 eV
**HOMO-LUMO gap**: 0.3036 hartree
**Largest force on an atom**: 0.7 eV Å⁻¹

Entry 3:
This record from OMol25 describes one molecule with the formula C5H6O. The level of theory is ωB97M-V/def2-TZVPD.

```
12
Properties=species:S:1:pos:R:3
C 2.679 -0.288 -0.016
C 1.605 0.047 -0.445
C 0.225 0.400 -0.789
C -0.644 0.358 0.482
C -1.841 -0.555 0.377
O -2.222 -1.081 -0.640
H 3.623 -0.598 0.373
H -0.181 -0.311 -1.519
H 0.186 1.387 -1.263
H -0.049 0.016 1.337
H -1.012 1.353 0.764
H -2.370 -0.728 1.338
```

**Relative energy (zero: lowest compared OMol25 entry of this formula, charge and spin)**: 1.903 eV
**DFT total energy**: -7327.3811 eV
**HOMO-LUMO gap**: 0.3983 hartree
**SMILES**: C#CCCC=O
**Largest force on an atom**: 0.5 eV Å⁻¹

Entry 4:
This record from OMol25 describes one molecule with the formula C5H6O. The level of theory is ωB97M-V/def2-TZVPD.

```
12
Properties=species:S:1:pos:R:3
C -2.813 0.457 0.163
C -1.531 0.701 0.010
C -0.288 0.818 -0.248
C 1.001 0.631 -0.450
C 1.766 -0.339 0.420
O 2.026 -1.507 -0.344
H -3.538 0.737 -0.602
H -3.158 -0.098 1.035
H 1.488 0.924 -1.379
H 1.163 -0.590 1.300
H 2.724 0.069 0.764
H 1.160 -1.801 -0.669
```

**Relative energy (zero: lowest compared OMol25 entry of this formula, charge and spin)**: 2.780 eV
**DFT total energy**: -7326.5049 eV
**HOMO-LUMO gap**: 0.3408 hartree
**SMILES**: C=C=C=CCO
**Largest force on an atom**: 0.5 eV Å⁻¹

Entry 5:
This record from OMol25 describes one molecule with the formula C5H6O in a non-equilibrium geometry. The level of theory is ωB97M-V/def2-TZVPD.

```
12
Properties=species:S:1:pos:R:3
C -0.146 -3.023 -0.536
C 0.262 -1.888 -0.508
C 0.673 -0.505 -0.304
O 1.815 -0.170 -0.488
C -0.450 0.455 0.102
C 0.026 1.872 0.444
H -0.465 -4.021 -0.627
H -1.007 0.063 0.947
H -1.153 0.539 -0.731
H 0.549 1.868 1.489
H 0.769 2.252 -0.331
H -0.872 2.558 0.544
```

**Relative energy (zero: lowest compared OMol25 entry of this formula, charge and spin)**: 1.917 eV
**DFT total energy**: -7327.3675 eV
**HOMO-LUMO gap**: 0.3954 hartree
**SMILES**: C#CC(=O)CC
**Largest force on an atom**: 2.1 eV Å⁻¹

Entry 6:
This record from OMol25 describes one molecule with the formula C5H6O. The level of theory is ωB97M-V/def2-TZVPD.

```
12
Properties=species:S:1:pos:R:3
C -0.333 -2.677 -0.323
C -0.661 -1.521 -0.408
C -1.143 -0.179 -0.154
O -0.903 0.977 -0.939
C -0.244 0.909 0.321
C 1.253 1.138 0.164
H -0.002 -3.692 -0.292
H -2.196 -0.184 0.157
H -0.672 1.459 1.162
H 1.622 0.745 -0.786
H 1.895 0.795 0.980
H 1.384 2.229 0.119
```

**Relative energy (zero: lowest compared OMol25 entry of this formula, charge and spin)**: 3.082 eV
**DFT total energy**: -7326.2030 eV
**HOMO-LUMO gap**: 0.3965 hartree
**SMILES**: C#C[C@@H]1O[C@@H]1C
**Largest force on an atom**: 0.6 eV Å⁻¹

- What is the HOMO-LUMO gap in the fourth record?
  0.3408 hartree